No. 1
# C23H44NO3

An isolated ion of composition C23H44NO3 and charge +1 at a distorted geometry (ωB97M-V with the def2-TZVPD basis set, OMol25).

Last column: natural (NBO) charge in e.
CARTESIAN COORDINATES (ANGSTROEM)
1 H -2.998 -2.982 0.579  0.182
2 H -3.672 3.329 1.338  0.219
3 H -0.019 -3.318 -1.675  0.269
4 H 8.055 1.742 0.196  0.198
5 C -5.012 2.824 -1.008  -0.622
6 C -3.668 -0.481 0.344  0.109
7 H -5.424 -0.567 1.659  0.221
8 C -2.591 1.741 0.281  -0.414
9 H 3.566 1.780 -0.774  0.213
10 C 1.305 -1.126 -1.019  0.804
11 H -5.663 1.889 1.697  0.225
12 O -2.396 -1.016 0.705  -0.580
13 H -0.588 -2.250 2.331  0.232
14 C 7.565 2.370 2.192  -0.600
15 H -6.996 1.161 -0.699  0.225
16 C 3.740 1.033 -1.548  -0.426
17 H 0.932 -1.065 1.080  0.250
18 H -1.519 -2.521 -1.178  0.240
19 C -3.502 2.257 1.411  -0.412
20 C 0.382 -1.371 0.187  -0.354
21 H -3.002 1.429 -2.508  0.225
22 H -4.196 -1.259 -0.225  0.181
23 H 6.456 0.589 -1.433  0.201
24 C -3.008 0.510 -1.929  -0.606
25 H -2.228 2.547 -0.354  0.217
26 C 6.023 1.166 0.594  -0.394
27 C -0.754 -3.234 -0.877  -0.439
28 H 1.527 -3.364 1.588  0.228
29 H 1.903 1.501 -2.602  0.207
30 H -0.493 -0.720 0.092  0.307
31 C 7.468 1.377 1.041  -0.388
32 C -4.511 0.013 1.538  -0.445
33 H 5.438 0.789 1.438  0.188
34 C -6.071 0.620 -0.889  -0.621
35 H 7.168 3.339 1.896  0.202
36 H -4.146 3.452 -0.840  0.211
37 C -2.447 -2.306 1.251  -0.076
38 C 1.063 -3.647 0.645  -0.427
39 H 6.439 -0.745 -0.285  0.205
40 N -0.089 -2.768 0.356  -0.199
41 H -5.149 2.719 -2.082  0.215
42 H -1.721 1.215 0.672  0.206
43 H 4.520 -0.961 -1.715  0.210
44 H 7.001 2.017 3.053  0.199
45 H -3.942 -0.055 2.465  0.215
46 H 8.601 2.503 2.493  0.216
47 H -3.653 -0.209 -2.430  0.211
48 H -5.980 0.484 -1.965  0.214
49 H -2.977 -2.306 2.215  0.210
50 H -3.087 2.056 2.398  0.209
51 O 1.498 0.163 -1.139  -0.488
52 H -5.885 3.336 -0.609  0.223
53 C -3.498 0.786 -0.520  -0.044
54 C -4.800 1.478 1.178  -0.215
55 H 3.964 -0.543 -0.091  0.180
56 C 4.495 -0.163 -0.969  -0.392
57 H 5.602 2.129 0.299  0.193
58 H -1.117 -3.868 1.835  0.238
59 C 5.931 0.179 -0.569  -0.387
60 H 7.894 0.420 1.350  0.195
61 C 2.400 0.637 -2.159  -0.076
62 C -4.895 1.443 -0.362  -0.005
63 H 2.529 -0.149 -2.908  0.209
64 H 0.736 -4.684 0.709  0.231
65 H -1.206 -4.209 -0.707  0.228
66 O 1.755 -1.997 -1.718  -0.609
67 H -1.993 0.114 -1.911  0.195
68 H 4.336 1.491 -2.338  0.223
69 H 1.794 -3.560 -0.157  0.268
70 C -1.031 -2.827 1.517  -0.230
71 H -6.161 -0.357 -0.428  0.202

**Total charge**: +1
**SMILES string**: CCCCCCCOC(=O)C[N+](C)(C)CCO[C@H]1C[C@H]2CC[C@]1(C)C2(C)C
**Relative energy (zero: lowest compared OMol25 entry of this formula, charge and spin)**: 2.31 kcal/mol
**Max |F|**: 0.0243 Eh/bohr

No. 2
# C27H22AsCrF5N6S5Se

C27H22AsCrF5N6S5Se as an isolated structure at a distorted geometry (ωB97M-V with the def2-TZVPD basis set, OMol25).

Last column: natural (NBO) charge in e.
CARTESIAN COORDINATES (ANGSTROEM)
1 H -3.734 -1.497 -0.921  0.275
2 H -0.048 -0.552 4.070  0.224
3 H 3.705 4.235 0.514  0.241
4 N 0.740 1.758 -1.446  -0.421
5 H 3.375 -1.755 1.817  0.209
6 C -4.300 -0.708 -0.424  -0.686
7 C 4.443 -0.917 -1.871  -0.184
8 S -4.359 -0.493 -3.884  -0.812
9 As -2.436 0.111 -3.285  0.998
10 N 0.456 -0.474 0.726  -0.492
11 C -3.549 0.877 2.905  -0.151
12 C 1.732 -0.906 0.694  0.294
13 C -1.718 5.305 3.921  0.296
14 C -0.949 4.701 2.947  0.284
15 C -1.532 0.094 1.876  0.160
16 C 0.918 2.482 -2.533  0.316
17 C 0.469 -0.683 3.133  -0.207
18 H 0.614 -1.807 -3.924  0.273
19 C 4.463 3.860 -0.169  -0.599
20 C -0.098 3.161 4.548  0.280
21 H 4.427 -0.924 0.259  0.204
22 H 0.179 3.136 -4.306  0.406
23 F 0.690 2.126 4.898  -0.318
24 C 4.185 2.388 -0.469  -0.451
25 H -5.244 -1.123 -0.072  0.197
26 C 3.654 -0.942 -3.017  -0.259
27 C 1.402 -1.072 -4.091  -0.678
28 H 5.522 -0.886 -1.952  0.199
29 H 4.139 1.820 0.460  0.239
30 H 4.426 4.444 -1.085  0.197
31 H -1.616 0.964 3.829  0.222
32 C 3.831 -0.940 -0.640  -0.263
33 C -0.859 3.756 5.535  0.249
34 N 1.675 -0.914 -1.694  -0.398
35 C 2.265 -0.963 -2.878  0.267
36 S -1.320 -1.391 -2.094  -0.762
37 S -1.472 0.745 -5.064  -0.855
38 C -3.536 -0.134 0.724  0.298
39 H -4.077 1.362 3.713  0.209
40 H -0.988 2.633 -3.154  0.459
41 H 5.445 3.979 0.287  0.192
42 C -2.189 0.666 2.968  -0.243
43 H 0.908 -0.123 -4.309  0.279
44 F -0.809 3.293 6.810  -0.320
45 H 4.973 1.976 -1.107  0.204
46 H -5.316 0.471 1.731  0.212
47 Se 0.838 2.779 1.852  -0.356
48 F -2.428 5.431 6.199  -0.318
49 C -1.681 4.837 5.233  0.208
50 H -4.533 0.064 -1.161  0.288
51 C 2.875 2.252 -1.147  0.104
52 C 2.388 -1.324 1.879  -0.248
53 F -0.975 5.204 1.702  -0.300
54 S 2.584 3.014 -2.722  0.249
55 C -0.123 3.595 3.212  -0.298
56 C -4.238 0.408 1.788  -0.250
57 F -2.508 6.363 3.618  -0.320
58 H 1.992 -1.367 -4.957  0.184
59 S -2.354 1.720 -1.728  -0.726
60 C 2.425 -0.922 -0.573  0.163
61 C -0.148 -0.336 1.922  0.214
62 N -0.030 2.952 -3.339  -0.796
63 H 2.243 -1.513 4.008  0.207
64 N -2.192 -0.195 0.714  -0.473
65 C 1.754 -1.201 3.093  -0.157
66 Cr -0.735 0.398 -0.673  0.882
67 N 1.836 1.684 -0.680  -0.248
68 H 4.099 -0.939 -4.001  0.206

**Total charge**: -2
**Relative energy (zero: lowest compared OMol25 entry of this formula, charge and spin)**: 19.17 kcal/mol
**Max |F|**: 0.0467 Eh/bohr
**Spin multiplicity**: 5

No. 3
# C22H23N2O2

An isolated ion of composition C22H23N2O2 and charge +1 (ωB97M-V with the def2-TZVPD basis set, OMol25).

Last column: natural (NBO) charge in e.
CARTESIAN COORDINATES (ANGSTROEM)
1 H 4.121 -4.507 1.239  0.232
2 O 1.952 -0.445 -1.290  -0.545
3 H 2.172 4.379 0.528  0.216
4 H 0.623 5.844 -0.695  0.228
5 H 3.836 0.365 1.562  0.228
6 H 2.271 1.236 0.032  0.438
7 N -1.583 -1.129 -1.544  -0.578
8 H -2.312 -0.745 1.045  0.241
9 H -1.773 5.276 -0.827  0.228
10 C 0.738 -0.637 -1.977  -0.157
11 H 0.755 -1.528 -2.613  0.204
12 C -4.397 -1.194 0.878  -0.183
13 H -1.566 -1.364 -2.529  0.409
14 H -3.704 -1.843 -2.849  0.211
15 H 0.988 0.385 0.671  0.484
16 H -2.618 3.237 0.276  0.225
17 C 3.225 -3.834 -0.586  -0.174
18 C 0.251 4.950 -0.219  -0.195
19 C -1.569 3.486 0.327  -0.187
20 C 3.664 -3.682 0.717  -0.202
21 C 1.596 2.049 1.811  -0.250
22 C 2.642 -2.768 -1.244  -0.282
23 N 1.901 0.899 0.927  -0.548
24 C 3.517 -2.462 1.346  -0.172
25 C 2.840 -0.087 1.489  -0.234
26 H 3.341 -4.776 -1.097  0.232
27 H 2.508 -0.327 2.504  0.230
28 C -5.178 -1.815 -1.299  -0.182
29 C -2.863 -1.269 -0.960  0.204
30 C 2.486 -1.539 -0.612  0.351
31 C -3.900 -1.660 -1.801  -0.259
32 C -0.443 -0.707 -0.998  0.674
33 C -3.112 -1.037 0.387  -0.267
34 H -1.074 1.775 1.509  0.221
35 C 0.651 2.978 1.095  -0.001
36 C -0.701 2.663 1.021  -0.235
37 H -5.976 -2.119 -1.957  0.228
38 H 0.619 0.245 -2.615  0.232
39 C -5.430 -1.580 0.043  -0.206
40 H 2.525 2.562 2.070  0.223
41 H 3.863 -2.338 2.361  0.220
42 H 2.327 -2.888 -2.269  0.223
43 O -0.297 -0.377 0.179  -0.662
44 H -6.427 -1.701 0.434  0.227
45 C 1.123 4.123 0.468  -0.232
46 H -4.587 -1.014 1.925  0.224
47 C -1.094 4.631 -0.292  -0.191
48 C 2.930 -1.376 0.703  -0.120
49 H 1.137 1.663 2.724  0.226

**Total charge**: +1
**SMILES string**: O=C(COc1ccccc1C[NH2+]Cc1ccccc1)Nc1ccccc1
**Relative energy (zero: lowest compared OMol25 entry of this formula, charge and spin)**: 0.00 kcal/mol
**Max |F|**: 0.0115 Eh/bohr

No. 4
# C3H9N2O

An isolated ion of composition C3H9N2O and charge -1 at a distorted geometry (ωB97M-V with the def2-TZVPD basis set, OMol25).

Last column: natural (NBO) charge in e.
CARTESIAN COORDINATES (ANGSTROEM)
1 C -0.373 0.703 -0.726  -0.247
2 H -1.245 1.176 -0.909  0.163
3 C 1.593 0.350 1.040  0.161
4 H -1.343 -0.538 0.783  0.387
5 H 1.253 -0.450 1.903  0.035
6 H 0.440 1.024 -1.427  0.165
7 H -1.124 -1.168 -1.926  0.166
8 N -1.373 -1.374 0.175  -0.852
9 H 1.802 -0.428 0.274  0.061
10 C -0.632 -0.823 -0.959  -0.233
11 H 0.419 -1.295 -0.910  0.181
12 N 0.115 0.925 0.694  -0.761
13 O 2.567 1.247 1.155  -0.908
14 H 0.275 2.022 0.944  0.366
15 H -2.373 -1.371 -0.111  0.315

**Total charge**: -1
**SMILES string**: NCCNC[O-]
**Relative energy (zero: lowest compared OMol25 entry of this formula, charge and spin)**: 49.26 kcal/mol
**Max |F|**: 0.0947 Eh/bohr

No. 5
# C4H11BO2

A 2-piece molecular cluster, C4H11BO2 overall at a distorted geometry (ωB97M-V with the def2-TZVPD basis set, OMol25).

Last column: natural (NBO) charge in e.
CARTESIAN COORDINATES (ANGSTROEM)
1 H -2.300 -1.343 -0.178  0.216
2 H 1.798 1.508 0.652  0.490
3 H 3.139 0.915 0.230  0.480
4 H 1.412 -1.788 1.992  0.229
5 C 1.011 -1.815 0.999  -0.993
6 B 0.210 -0.448 0.680  0.970
7 C -0.302 1.165 -1.337  -0.643
8 C -2.307 -0.189 -0.149  -0.638
9 H 0.674 1.558 -0.963  0.234
10 C -0.822 0.228 -0.197  -0.091
11 H -2.741 0.320 -1.010  0.213
12 H -1.014 1.969 -1.471  0.197
13 O -0.387 0.708 1.097  -0.675
14 H -0.024 0.713 -2.311  0.216
15 H 1.768 -1.818 0.211  0.250
16 H 0.462 -2.808 0.904  0.250
17 H -2.828 0.178 0.770  0.226
18 O 2.251 0.949 0.081  -0.929

**Total charge**: 0
**SMILES string**: CB1OC1(C)C.O
**Relative energy (zero: lowest compared OMol25 entry of this formula, charge and spin)**: 83.88 kcal/mol
**Max |F|**: 0.0751 Eh/bohr

No. 6
# C8H16AlO14P2

C8H16AlO14P2 as an isolated structure at a distorted geometry (ωB97M-V with the def2-TZVPD basis set, OMol25).

Last column: natural (NBO) charge in e.
CARTESIAN COORDINATES (ANGSTROEM)
1 H -1.180 -1.752 1.991  0.231
2 H -3.867 1.263 -0.987  0.251
3 P 1.260 2.945 -1.877  2.479
4 O 3.197 -2.179 0.965  -0.551
5 O 2.272 -0.108 0.380  -0.565
6 O -3.123 5.337 1.896  -1.028
7 C 2.110 -2.746 1.672  -0.058
8 H -2.446 -2.808 2.774  0.170
9 H 3.829 0.701 -1.703  0.293
10 O 4.214 -0.900 -0.556  -0.522
11 O 2.390 2.309 -2.755  -1.268
12 H 1.142 -2.489 1.242  0.199
13 C 3.143 -0.975 0.254  0.983
14 H -2.984 -0.775 -3.089  0.166
15 H -1.420 -3.385 1.488  0.162
16 P -2.077 4.526 1.128  2.429
17 O -0.851 4.635 2.036  -1.002
18 H -2.991 1.044 -3.288  0.230
19 O -1.816 -0.151 0.327  -0.598
20 O 0.668 4.085 -2.769  -1.071
21 O -2.276 3.105 0.556  -1.201
22 C 2.235 -4.274 1.701  -0.623
23 O 0.154 1.872 -1.549  -1.136
24 H -4.934 0.249 -2.035  0.158
25 Al 0.168 1.785 1.323  0.779
26 C 4.626 0.353 -1.046  -0.286
27 H 4.689 1.071 -0.228  0.194
28 H 1.955 -4.726 0.749  0.205
29 O -2.973 -2.014 0.947  -0.536
30 H 5.557 0.205 -1.593  0.158
31 H 1.495 -4.768 2.331  0.197
32 O -3.856 -0.807 -0.564  -0.531
33 H 2.029 -2.424 2.710  0.167
34 C -2.812 -0.877 0.254  0.983
35 H 3.206 -4.572 2.097  0.201
36 O 1.691 3.337 -0.440  -1.212
37 C -1.954 -2.506 1.849  -0.257
38 H -1.895 0.182 -2.185  0.290
39 C -2.900 0.198 -2.607  -0.648
40 C -3.967 0.329 -1.539  -0.067
41 O -1.711 5.707 0.140  -0.765

**Total charge**: -3
**Relative energy (zero: lowest compared OMol25 entry of this formula, charge and spin)**: 49.70 kcal/mol
**Max |F|**: 0.0749 Eh/bohr